# 1
{
  "formula": "CCl4OS",
  "method": "ωB97M-V/def2-TZVPD",
  "homo_energy_ev": [-8.5, -8.7],
  "e_above_lowest_kcal_mol": 60.4,
  "orbital_gap_ev": [7.31, 7.99],
  "species": ["Cl", "Cl", "Cl", "Cl", "S", "O", "C"],
  "positions_angstrom": [[0.1065, 0.0898, -2.3325], [2.2870, 1.4247, 1.5698], [-1.9417, -1.5605, -0.8495], [-1.0038, 1.1029, -0.0254], [0.7182, 0.1406, 1.7597], [0.5528, -0.8961, 0.7563], [-0.7191, -0.3015, -0.8785]],
  "atomic_forces_ev_per_a": [[0.0960, -0.9393, -0.1774], [0.4872, 0.0220, -0.5433], [0.9486, 0.8220, -0.1883], [-1.5155, 0.9038, -0.1476], [-0.5249, 0.6219, 2.4589], [0.9146, -1.6830, -1.6734], [-0.4060, 0.2526, 0.2711]],
  "lowdin_charge": [0.600, 0.123, 0.587, 0.606, 0.413, -0.706, -1.623]
}

# 2
{
  "formula": "C43H29BrCl2F4MnN4O2P",
  "method": "ωB97M-V/def2-TZVPD",
  "spin_multiplicity": 5,
  "homo_energy_ev": [-7.5, -7.4],
  "e_above_lowest_kcal_mol": 10.7,
  "s2": 6.4609,
  "orbital_gap_ev": [6.98, 6.86],
  "species": ["O", "H", "N", "C", "C", "C", "H", "H", "H", "C", "H", "H", "C", "H", "C", "H", "C", "C", "C", "H", "C", "C", "C", "C", "H", "F", "C", "H", "C", "H", "H", "P", "C", "C", "H", "H", "H", "H", "O", "F", "Cl", "N", "C", "F", "C", "C", "C", "H", "C", "H", "C", "C", "C", "H", "C", "N", "C", "C", "C", "H", "H", "H", "C", "H", "C", "H", "C", "Mn", "H", "C", "C", "C", "N", "C", "C", "H", "C", "C", "H", "C", "C", "Cl", "Br", "F", "C", "C", "H"],
  "positions_angstrom": [[-0.3616, 1.8978, -1.7863], [-5.6415, 2.3408, 2.1057], [-2.0577, -0.2809, -1.4079], [3.7226, -1.7033, 0.2773], [-4.8011, -0.5069, -1.1821], [0.1049, -4.4637, -1.6780], [-1.6711, 1.9260, 4.8496], [1.1047, 2.8775, -7.2000], [-2.1555, -1.7131, -2.8801], [1.9022, -1.2873, 2.2962], [-5.8256, 0.5365, 0.8545], [3.4229, 0.2274, 2.2033], [0.0114, 1.2776, 2.0081], [0.6834, -2.6278, 5.1560], [-3.1657, 5.3504, 2.4899], [-0.4554, -4.5460, -2.6008], [-0.5119, 0.0142, 1.6490], [2.2184, -1.1329, 5.0558], [-4.8531, 2.2396, 1.3666], [2.5581, 0.8856, -7.0025], [-1.3626, 1.4106, 3.9498], [1.1227, -2.0757, 3.1351], [0.4866, -3.2183, -1.2101], [-4.0120, 4.2581, 2.4907], [-3.1033, 6.0161, 3.3446], [6.4749, -3.4797, 1.8860], [-4.9332, 1.1154, 0.6332], [-4.6227, -1.9565, -2.7576], [4.4656, -2.5164, 1.1286], [2.0477, -4.1671, 1.6323], [2.4860, -0.5140, -4.9543], [1.6774, -1.3632, 0.4767], [1.1486, -5.4772, 0.2204], [2.8243, -0.4039, 2.8497], [-4.6634, 4.0520, 3.3287], [0.3977, -2.7577, 2.7097], [-0.3859, 3.4887, -5.3609], [-2.1599, 1.1806, 0.0295], [1.0234, -0.0466, -2.9061], [6.5612, -0.3566, -1.6008], [1.1988, 1.9330, 0.9272], [-2.3795, 5.6418, 1.4598], [0.2449, 2.6137, -5.2645], [7.8816, -2.0365, 0.0495], [1.2857, -2.0019, 4.5090], [1.1959, -3.0740, -0.0142], [-2.7373, 0.4903, -0.5546], [-2.7365, -0.2205, 4.2202], [1.0759, 2.2743, -6.3029], [1.4157, -6.3586, 0.7895], [1.8715, 0.3722, -5.0518], [1.0505, 0.7131, -3.9535], [-1.5430, -0.4673, 2.4712], [0.1648, -6.5806, -1.3343], [-1.9584, 0.2088, 3.6036], [-3.2142, 3.7318, 0.3269], [-1.8373, 3.0927, -3.1805], [2.9809, -0.3259, 4.2250], [-4.1112, -1.2555, -2.1124], [-2.4883, 2.5928, -3.8989], [2.3534, -1.0888, 6.1292], [-1.5673, 4.0658, -3.5941], [6.5580, -1.9272, 0.1247], [0.2375, -2.3463, -1.8025], [0.4433, -5.6025, -0.9640], [-2.3661, 3.2296, -2.2391], [-2.4670, 4.8228, 0.4189], [0.3945, -0.0632, -1.1311], [0.0908, 2.8995, 3.3962], [0.2298, 1.8779, -4.0686], [-4.1259, 0.4204, -0.3844], [1.5189, -4.2264, 0.6956], [-0.0332, -0.6927, 0.5809], [1.8983, 1.1465, -6.1844], [-3.9758, 3.4155, 1.3775], [-1.8550, 5.0613, -0.4427], [-0.3754, 1.9574, 3.1420], [-0.6063, 2.2558, -2.9442], [3.6987, 0.3675, 4.6450], [4.4871, -0.9808, -0.6375], [5.8425, -2.6517, 1.0557], [-2.3059, -1.9582, 2.0249], [3.7019, 0.2589, -1.8347], [3.9036, -3.2552, 2.1022], [-2.7395, -1.1192, -2.1861], [5.8691, -1.0803, -0.7180], [-5.8723, -0.6304, -1.0748]],
  "atomic_forces_ev_per_a": [[-0.1396, 0.0182, 0.1394], [-0.0532, -0.0436, -0.0302], [-0.1319, 0.2665, -0.1491], [-0.2101, 0.3966, -0.0932], [0.0404, 0.1366, 0.0047], [-0.0199, 0.0208, -0.0402], [0.0059, 0.0005, -0.0151], [-0.0218, -0.0107, 0.0015], [0.0057, 0.0054, -0.0094], [0.2268, 0.0483, -0.1071], [0.0278, -0.0357, 0.0959], [0.0321, -0.0219, 0.0097], [-0.2471, -0.4439, -0.0934], [0.0065, -0.0040, -0.0154], [-0.0486, -0.0499, 0.0813], [0.0434, 0.0166, -0.0228], [0.2183, 0.5445, 0.1737], [0.0033, -0.0026, 0.0467], [-0.1736, -0.2852, -0.2148], [0.0022, -0.0546, 0.0129], [-0.0368, 0.0495, 0.0852], [0.0305, 0.0048, -0.0526], [0.1110, 0.0154, 0.1869], [0.1028, -0.0925, -0.0181], [-0.0636, -0.0101, -0.0094], [0.1073, -0.0272, 0.0463], [0.0452, 0.2676, 0.2505], [0.0063, -0.0045, 0.0128], [-0.0264, -0.0292, -0.1908], [0.0277, 0.0360, -0.0108], [0.0045, 0.0176, -0.0085], [0.1135, -1.0555, 0.9931], [-0.0097, -0.0357, 0.0279], [-0.0228, -0.0350, -0.0352], [0.0387, -0.0289, 0.0238], [-0.0704, 0.0226, 0.0223], [-0.0025, -0.0144, 0.0213], [0.1723, 0.2498, 0.1653], [0.1182, -0.7067, -0.8398], [0.0976, -0.0326, -0.0005], [0.2584, 0.4152, 0.1652], [0.1017, 0.1286, -0.1232], [-0.0565, 0.0676, 0.0612], [0.0770, -0.0220, 0.0046], [-0.0214, -0.0454, 0.0483], [-0.0432, 0.1355, -0.2615], [-0.4397, -0.0808, -0.0693], [-0.0203, -0.0018, -0.0291], [0.0564, 0.0538, -0.1126], [-0.0062, 0.0028, 0.0010], [0.0854, -0.0878, 0.1292], [-0.3941, 0.3811, -0.1522], [0.0986, 0.0735, -0.1779], [-0.0254, 0.0004, 0.0214], [-0.0268, -0.0053, 0.0084], [0.0953, -0.4475, -0.2006], [0.1077, 0.0992, 0.1093], [-0.0068, 0.0693, -0.0232], [-0.1175, -0.1529, -0.0850], [0.0187, 0.0199, -0.0448], [-0.0168, 0.0219, -0.0052], [-0.0500, 0.0003, -0.0169], [-0.0667, 0.0071, 0.0079], [-0.0526, -0.0255, -0.1139], [0.0054, -0.0541, -0.0165], [0.0101, -0.0088, 0.0242], [-0.0242, -0.1212, 0.1395], [-0.3842, 1.2106, -0.3665], [-0.0060, 0.0210, -0.0475], [0.3091, -0.4704, -0.0255], [0.2026, -0.0858, -0.1964], [-0.0626, 0.0365, 0.0837], [0.0701, -0.9597, 0.5412], [-0.1081, 0.0906, 0.0195], [0.1432, 0.2270, 0.0008], [0.0298, 0.0194, -0.0311], [-0.0404, 0.1069, 0.0068], [-0.1098, 0.1933, 0.0730], [0.0027, -0.0170, 0.0046], [-0.0128, 0.0607, 0.0509], [-0.1127, 0.0424, -0.0396], [-0.0312, -0.1034, 0.0480], [0.3123, 0.0375, 0.1083], [-0.1153, 0.0410, 0.0319], [0.2309, -0.0357, 0.0576], [-0.1728, 0.0515, -0.0711], [-0.0012, 0.0174, 0.0181]],
  "mulliken_spin": [0.030, 0.000, 0.009, -0.221, -0.001, 0.005, 0.000, 0.001, 0.000, -0.014, 0.000, -0.001, -0.013, 0.000, 0.000, 0.001, 0.051, -0.002, 0.000, 0.000, 0.008, 0.017, 0.056, 0.000, 0.000, -0.001, -0.001, 0.000, 0.035, 0.003, 0.001, -0.322, -0.003, -0.011, 0.000, 0.001, 0.000, 0.034, 0.030, 0.000, 0.016, 0.000, -0.003, 0.000, -0.001, -0.025, -0.014, -0.001, 0.010, 0.000, 0.012, -0.025, -0.030, 0.000, -0.006, 0.000, 0.005, 0.001, 0.002, 0.001, 0.000, 0.000, 0.006, -0.018, 0.003, -0.002, 0.000, 4.544, 0.000, 0.025, 0.000, 0.007, -0.221, -0.004, 0.000, 0.000, -0.007, 0.005, 0.000, 0.028, -0.004, 0.001, -0.011, -0.001, 0.014, 0.002, 0.000]
}